1.
C6H12N2 | ωB97M-V with the def2-TZVPD basis set

Properties
- 2S+1 = 1
- energy above the lowest of the compared OMol25 structures with the same formula, charge and spin (kJ/mol) = 28.4
- E_LUMO (eV) = 0.919
- frontier orbital gap (eV) = 9.524
- charge = 0
- structure (SMILES) = Cc1c[nH]cn1.CC

Each line ends with the Löwdin charge.
CARTESIAN COORDINATES (ANGSTROEM)
C  0.8056  -1.3656  -1.2693  -0.051
C  -0.5498  -0.8040  -0.9996  -0.369
C  -1.5886  -1.5044  -0.4553  -0.077
N  -2.6507  -0.6330  -0.4305  0.043
C  -2.2600  0.4888  -1.0875  -0.213
N  -1.0056  0.4205  -1.4402  0.090
H  0.7936  -2.1538  -2.0232  0.077
H  1.0789  -1.8334  -0.3198  0.075
H  1.5944  -0.6412  -1.4418  0.060
H  -1.5953  -2.4572  0.0385  0.113
H  -3.6056  -0.8612  -0.2157  0.142
H  -2.9233  1.2932  -1.3636  0.115
C  0.8245  1.1886  1.7396  -0.167
C  2.1586  1.2556  0.9697  -0.153
H  0.7867  1.9678  2.5045  0.060
H  0.0534  1.3472  0.9861  0.042
H  0.6068  0.2866  2.3109  0.057
H  2.9741  1.2655  1.7018  0.059
H  2.1467  2.2620  0.5484  0.066
H  2.3556  0.4781  0.2470  0.032

=====

2.
C6H12N2 | ωB97M-V with the def2-TZVPD basis set

Properties
- 2S+1 = 1
- energy above the lowest of the compared OMol25 structures with the same formula, charge and spin (kJ/mol) = 318.8
- E_LUMO (eV) = 0.962
- frontier orbital gap (eV) = 8.101
- charge = 0
- structure (SMILES) = [H]/N=C/[C@@H](C)/C(C)=N/C

Each line ends with the Löwdin charge.
CARTESIAN COORDINATES (ANGSTROEM)
H  1.0577  -0.6813  2.6202  0.068
N  0.7055  -0.4441  1.6968  0.112
C  1.4579  0.2975  0.9781  -0.206
C  0.8102  0.9707  -0.1439  -0.274
C  1.5762  0.9542  -1.4502  -0.083
C  -0.7364  0.1298  0.0041  -0.322
C  -1.8024  0.9070  0.7137  -0.042
N  -0.9012  -0.7847  -0.8234  -0.004
C  -1.0754  -2.1762  -0.5560  -0.142
H  2.5481  0.3643  1.0706  0.118
H  0.4747  1.9672  0.1435  0.121
H  1.4175  0.0300  -2.0068  0.069
H  1.2701  1.7627  -2.1166  0.073
H  2.6575  1.0127  -1.3087  0.069
H  -2.1091  1.7547  0.1016  0.085
H  -2.6669  0.2792  0.9249  0.079
H  -1.4147  1.2944  1.6515  0.070
H  -1.4279  -2.6586  -1.4669  0.066
H  -1.7502  -2.3739  0.2871  0.070
H  -0.0911  -2.6056  -0.3197  0.072

=====

3.
C6H12N2 | ωB97M-V with the def2-TZVPD basis set

Properties
- 2S+1 = 1
- energy above the lowest of the compared OMol25 structures with the same formula, charge and spin (kJ/mol) = 89.7
- E_LUMO (eV) = 0.907
- frontier orbital gap (eV) = 9.549
- charge = 0
- structure (SMILES) = Cc1c[nH]cn1.CC

Each line ends with the Löwdin charge.
CARTESIAN COORDINATES (ANGSTROEM)
C  -0.8261  -1.7406  -1.1025  -0.056
C  -0.3679  -1.6030  0.3077  -0.348
C  -0.8065  -1.0169  1.4532  -0.113
N  -0.0702  -1.4620  2.5007  0.042
C  0.7379  -2.4917  1.9597  -0.183
N  0.5594  -2.5708  0.6851  0.076
H  -1.3199  -0.8459  -1.4987  0.063
H  -1.2933  -2.7027  -1.2567  0.075
H  0.0453  -1.5988  -1.7604  0.078
H  -1.4533  -0.1514  1.4415  0.112
H  -0.2885  -1.4065  3.4893  0.142
H  1.5261  -2.8956  2.5706  0.108
C  -0.2481  2.2254  -1.2630  -0.159
C  1.1101  2.8550  -0.9089  -0.169
H  -0.0463  1.6827  -2.1982  0.062
H  -0.6042  1.4529  -0.5938  0.033
H  -0.9741  3.0053  -1.4610  0.060
H  1.9869  2.5209  -1.4543  0.058
H  1.1710  2.8078  0.1831  0.059
H  1.1618  3.9359  -1.0933  0.058

=====

4.
C6H12N2 | ωB97M-V with the def2-TZVPD basis set

Properties
- 2S+1 = 1
- energy above the lowest of the compared OMol25 structures with the same formula, charge and spin (kJ/mol) = 726.1
- E_LUMO (eV) = 0.851
- frontier orbital gap (eV) = 8.027
- charge = 0
- structure (SMILES) = N[C@]12CCC[C@]1(N)C2

Each line ends with the Löwdin charge.
CARTESIAN COORDINATES (ANGSTROEM)
N  -1.7908  -0.8311  0.3528  0.044
C  -0.8916  -0.0527  -0.3318  -0.543
C  0.1443  -1.0611  -1.0007  -0.076
C  1.0969  -1.2831  0.2181  -0.179
C  0.8461  -0.1243  1.1674  -0.196
C  0.3058  0.7851  0.1993  -0.540
N  1.2956  1.4093  -0.6998  0.035
C  -1.0525  1.3026  -0.0869  -0.065
H  -1.8124  -0.7081  1.4542  0.130
H  -1.5239  -1.9657  0.3337  0.153
H  -0.4571  -1.9753  -1.0663  0.094
H  0.5245  -0.4490  -1.7827  0.082
H  0.7141  -2.1693  0.7426  0.100
H  2.1548  -1.2346  0.0571  0.098
H  0.2183  -0.5141  2.0207  0.101
H  1.8206  0.1513  1.9279  0.171
H  1.5153  2.5473  -0.4706  0.169
H  0.5780  1.3768  -1.5855  0.116
H  -1.9110  1.5252  0.8064  0.188
H  -1.0486  1.9694  -1.0012  0.118

=====

5.
C6H12N2 | ωB97M-V with the def2-TZVPD basis set

Properties
- 2S+1 = 1
- energy above the lowest of the compared OMol25 structures with the same formula, charge and spin (kJ/mol) = 65.5
- E_LUMO (eV) = 0.902
- frontier orbital gap (eV) = 9.510
- charge = 0
- structure (SMILES) = Cc1c[nH]cn1.CC

Each line ends with the Löwdin charge.
CARTESIAN COORDINATES (ANGSTROEM)
C  2.3488  0.7309  -0.6317  -0.055
C  1.1539  0.8650  0.2497  -0.347
C  0.8528  0.1382  1.3715  -0.091
N  -0.1071  0.8267  2.0819  0.056
C  -0.2955  1.9850  1.3805  -0.234
N  0.4423  2.0733  0.3255  0.086
H  3.3323  0.7766  -0.1455  0.076
H  2.4425  1.2890  -1.5511  0.071
H  2.4271  -0.3467  -0.8299  0.067
H  0.9796  -0.9234  1.5006  0.112
H  -0.6211  0.6481  2.9362  0.148
H  -0.8800  2.8219  1.7333  0.114
C  -1.9202  -0.7067  -1.1019  -0.159
C  -1.0845  -1.9769  -1.0259  -0.174
H  -1.3098  0.1757  -0.9592  0.039
H  -2.4428  -0.5576  -2.0515  0.063
H  -2.7131  -0.7382  -0.3534  0.061
H  -0.0390  -1.7920  -1.2662  0.051
H  -1.1552  -2.4506  -0.0407  0.057
H  -1.4110  -2.8381  -1.6221  0.060

=====

6.
C6H12N2 | ωB97M-V with the def2-TZVPD basis set

Properties
- 2S+1 = 1
- energy above the lowest of the compared OMol25 structures with the same formula, charge and spin (kJ/mol) = 121.8
- E_LUMO (eV) = 0.912
- frontier orbital gap (eV) = 9.613
- charge = 0
- structure (SMILES) = Cc1c[nH]cn1.CC

Each line ends with the Löwdin charge.
CARTESIAN COORDINATES (ANGSTROEM)
C  0.5081  0.1608  -2.2093  -0.067
C  -0.1651  0.7736  -1.0999  -0.416
C  -1.4584  0.5032  -0.7980  -0.055
N  -1.9092  1.5302  0.1047  0.058
C  -0.8353  2.3645  0.1931  -0.226
N  0.1985  1.9779  -0.4945  0.102
H  1.5578  0.3761  -2.1668  0.070
H  0.0740  0.4189  -3.2321  0.103
H  0.2659  -0.9412  -2.2374  0.090
H  -2.2435  -0.1304  -1.0731  0.096
H  -2.6570  1.6665  0.8087  0.158
H  -0.7354  3.2505  0.6843  0.086
C  0.9736  -0.7829  1.6258  -0.201
C  0.9021  -2.2423  1.2416  -0.185
H  0.1214  -0.1886  1.3058  0.020
H  1.0526  -0.7278  2.7564  0.078
H  1.8579  -0.1984  1.1802  0.091
H  0.6582  -2.3183  0.1170  0.081
H  0.0326  -2.7015  1.5972  0.024
H  1.8012  -2.7907  1.6964  0.092

=====

7.
C6H12N2 | ωB97M-V with the def2-TZVPD basis set

Properties
- 2S+1 = 1
- energy above the lowest of the compared OMol25 structures with the same formula, charge and spin (kJ/mol) = 559.6
- E_LUMO (eV) = -9.555
- frontier orbital gap (eV) = 9.780
- charge = +2

Each line ends with the Löwdin charge.
CARTESIAN COORDINATES (ANGSTROEM)
C  2.0176  -1.4284  1.8485  0.191
C  0.9900  -1.1367  0.9254  0.251
C  -0.6735  1.0039  -0.1052  -0.058
C  0.5468  -3.6159  1.6319  0.046
C  -0.9119  3.1428  -1.4584  0.035
C  -0.3797  0.7661  -1.5446  -0.049
N  1.1604  -2.3308  1.5419  -0.042
N  -1.2308  1.7956  -1.1590  -0.100
H  3.0707  -1.2261  2.1734  0.195
H  -0.1151  1.5727  0.4865  0.088
H  -0.0644  -3.7618  2.6255  0.182
H  1.3751  -4.3964  1.5802  0.153
H  -0.1894  -3.6112  0.7784  0.134
H  0.0431  3.4719  -0.9562  0.152
H  -0.6785  3.2821  -2.4334  0.084
H  -1.6252  3.8967  -1.2147  0.119
H  -0.5933  -0.1940  -1.8141  0.110
H  0.6958  1.0362  -1.7928  0.178
H  -1.2701  0.2555  0.3100  0.108
H  -2.1677  1.4779  -1.4235  0.223

=====

8.
C6H12N2 | ωB97M-V with the def2-TZVPD basis set

Properties
- 2S+1 = 1
- energy above the lowest of the compared OMol25 structures with the same formula, charge and spin (kJ/mol) = 155.3
- E_LUMO (eV) = -11.482
- frontier orbital gap (eV) = 9.282
- charge = +2

Each line ends with the Löwdin charge.
CARTESIAN COORDINATES (ANGSTROEM)
C  -1.4886  0.4481  0.8756  0.085
C  -1.0697  -0.7990  1.2664  0.153
C  0.1322  -0.2049  -0.5991  -0.154
C  1.5183  0.3483  -0.5341  0.021
C  -0.8650  2.3008  -0.6917  0.071
C  0.6808  -2.3572  0.4032  0.043
N  -0.7969  0.9746  -0.1138  0.023
N  -0.1482  -1.2187  0.3893  -0.036
H  -2.3425  0.9734  1.3123  0.190
H  -1.2468  -1.4874  2.1602  0.222
H  -0.2559  -0.3797  -1.6605  0.237
H  1.4927  1.3930  -0.5909  0.073
H  2.1515  0.0876  -1.3638  0.115
H  2.2158  0.1138  0.2946  0.136
H  -0.3117  3.0408  -0.1102  0.144
H  -1.8790  2.5779  -0.6608  0.114
H  -0.3720  2.2408  -1.6466  0.124
H  0.1615  -3.2356  0.8318  0.145
H  1.4222  -2.2759  1.1337  0.113
H  1.0013  -2.5408  -0.6955  0.178

=====

9.
C6H12N2 | ωB97M-V with the def2-TZVPD basis set

Properties
- 2S+1 = 1
- energy above the lowest of the compared OMol25 structures with the same formula, charge and spin (kJ/mol) = 235.4
- E_LUMO (eV) = -8.776
- frontier orbital gap (eV) = 9.614
- charge = +2

Each line ends with the Löwdin charge.
CARTESIAN COORDINATES (ANGSTROEM)
C  -0.3605  -0.7844  -0.1937  0.018
C  0.4916  -1.7985  -0.3471  0.123
C  3.4281  0.3271  -0.3349  0.148
C  -3.3300  0.7707  0.1610  -0.109
C  -2.8189  -0.6207  -0.0517  -0.028
C  -1.9018  1.2761  0.3085  -0.064
N  -1.3999  -0.0821  -0.0090  -0.031
N  4.5593  0.3899  0.2346  0.193
H  0.9521  -2.0422  -1.2317  0.049
H  0.8302  -2.4205  0.6321  0.171
H  2.4503  0.5207  0.0425  0.098
H  3.5618  0.0685  -1.3929  0.137
H  -3.8779  1.2093  -0.6363  0.114
H  -3.9369  1.0811  1.0875  0.165
H  -2.9274  -1.2382  0.8135  0.136
H  -2.9506  -1.2353  -0.9503  0.155
H  -1.3461  1.9251  -0.4437  0.161
H  -1.5634  1.5638  1.3577  0.162
H  5.4677  0.5805  -0.3130  0.218
H  4.6723  0.5093  1.2668  0.184

=====

10.
C6H12N2O | ωB97M-V with the def2-TZVPD basis set

Properties
- 2S+1 = 1
- energy above the lowest of the compared OMol25 structures with the same formula, charge and spin (kJ/mol) = 64.0
- E_LUMO (eV) = 0.552
- frontier orbital gap (eV) = 9.122
- charge = 0
- structure (SMILES) = [H]/N=C(\N)[C@H](C)/C=C(/C)O

Each line ends with the Löwdin charge.
CARTESIAN COORDINATES (ANGSTROEM)
H  1.2972  2.0078  2.6457  0.037
N  1.6060  1.4855  1.8227  0.112
C  0.7325  1.3773  0.9088  -0.504
N  -0.5229  1.9230  0.9226  0.138
C  1.1232  0.6037  -0.3366  -0.305
C  0.5940  1.2284  -1.6266  -0.060
C  0.6803  -0.8270  -0.1567  -0.024
C  -0.5663  -1.2890  -0.1350  -0.377
C  -0.8977  -2.7301  0.1064  -0.033
O  -1.6566  -0.4733  -0.3263  0.015
H  -1.2129  1.5179  0.3035  0.071
H  -0.8678  2.2664  1.8093  0.100
H  2.2152  0.6139  -0.3579  0.131
H  -0.4829  1.1214  -1.7126  0.062
H  0.8537  2.2844  -1.6639  0.082
H  1.0503  0.7261  -2.4773  0.081
H  1.4686  -1.5469  0.0042  0.114
H  -1.2353  -2.8831  1.1327  0.088
H  -1.6909  -3.0544  -0.5696  0.082
H  -0.0273  -3.3587  -0.0656  0.084
H  -2.4605  -0.9930  -0.2277  0.106

=====

11.
C6H12N2O | ωB97M-V with the def2-TZVPD basis set

Properties
- 2S+1 = 1
- energy above the lowest of the compared OMol25 structures with the same formula, charge and spin (kJ/mol) = 506.5
- E_LUMO (eV) = 0.741
- frontier orbital gap (eV) = 8.962
- charge = 0
- structure (SMILES) = [H]/N=C(\[C@@H](C)O)N1CCC1

Each line ends with the Löwdin charge.
CARTESIAN COORDINATES (ANGSTROEM)
H  -1.6440  2.5200  0.2787  0.101
N  -0.6093  2.0888  0.4251  0.102
C  -0.4585  0.8964  -0.0572  -0.328
C  -1.5681  -0.1218  -0.3939  -0.338
C  -2.0111  -1.2392  0.4990  -0.108
O  -2.8997  0.5411  -0.3329  -0.083
N  0.8969  0.5433  -0.2659  -0.120
C  1.2537  -0.7963  -0.4320  -0.224
C  2.6883  -0.4869  0.1292  -0.111
C  2.2408  0.9797  -0.0485  -0.196
H  -1.3830  -0.4997  -1.4252  0.149
H  -2.0734  -0.9261  1.6975  0.139
H  -1.3490  -2.2370  0.5936  0.097
H  -3.1395  -1.5032  0.1631  0.126
H  -2.8754  1.2757  -0.8861  0.038
H  1.0864  -1.3756  -1.2607  0.081
H  0.6822  -1.4801  0.2699  0.105
H  3.5792  -0.7621  -0.4854  0.095
H  2.7208  -0.8923  1.3699  0.184
H  2.2306  1.7444  0.9970  0.164
H  2.6321  1.7307  -0.8349  0.125